Version one
A molecular structure, C45H56AsCl2F6N7PSbTi, computed with ωB97M-V with the def2-TZVPD basis set.

Charge: +1
Spin multiplicity: 4
E_LUMO (alpha / beta), eV: -2.5202 / -4.2452
Expectation value of S²: 3.757
HOMO level (alpha / beta), eV: -9.6 / -10.9

Cartesian coordinates (Å):
Sb -3.12 -1.98 1.70
As -2.30 -2.48 -2.34
Ti -0.78 -0.86 -0.60
Cl 0.70 -0.74 -2.89
Cl -1.76 0.91 -3.36
P 0.68 2.27 0.18
F -2.01 -1.18 3.01
F -4.13 -2.75 0.33
F -4.59 -0.96 2.24
F -1.54 -2.66 0.82
F -3.33 -3.46 2.80
F -2.57 -0.45 0.56
N 3.85 -0.50 4.00
N 5.49 0.74 5.20
N 0.31 2.32 1.78
N 2.30 1.98 0.10
N -0.17 1.16 -0.61
N 0.97 -1.63 0.38
N 0.45 3.71 -0.59
C 4.84 0.50 6.33
C 1.15 4.91 -0.10
C -1.67 -6.82 -0.59
C -2.95 -6.39 -0.88
C -0.73 -3.54 -4.59
C -0.52 5.26 -2.20
C 5.17 1.64 -0.06
C -0.81 -4.72 -1.37
C 0.80 -1.50 1.70
C -6.15 -0.86 -2.33
C -0.09 0.59 -3.82
C -0.59 -5.98 -0.84
C -6.26 -2.84 -3.68
C -3.17 -5.13 -1.42
C -0.72 3.95 -1.45
C 0.16 6.04 0.11
C 1.11 3.00 2.82
C -1.75 -2.67 -4.21
C -1.56 3.10 3.19
C 2.97 -2.86 0.82
C 2.04 -2.32 -0.05
C 1.66 -2.03 2.65
C 3.19 -0.73 5.15
C -0.32 -3.63 -5.91
C 4.96 0.22 4.10
C 1.27 -1.97 4.08
C -2.37 -1.90 -5.19
C 4.38 1.34 1.21
C 1.92 -1.47 5.12
C 3.00 2.22 -1.18
C -1.96 -1.98 -6.52
C -6.88 -1.73 -3.12
C -4.81 -1.10 -2.09
C -0.77 2.88 4.48
C -2.09 -4.29 -1.69
C 2.96 0.93 0.88
C 3.67 -0.24 6.36
C -1.12 2.12 2.12
C -4.19 -2.22 -2.64
C -0.93 -2.84 -6.88
C -4.92 -3.08 -3.45
C -0.47 6.45 -1.24
C 2.78 -2.72 2.19
C 0.69 2.47 4.17
C 4.42 2.67 -0.91
H 2.45 2.97 -1.74
H 0.96 4.09 2.78
H -2.45 -1.38 -7.27
H 2.38 0.71 1.78
H 5.25 0.92 7.24
H 0.79 1.39 4.15
H -1.73 2.22 1.22
H 1.37 2.84 4.94
H 1.92 5.20 -0.82
H 0.66 6.89 0.57
H -0.62 -2.91 -7.91
H 4.37 2.22 1.86
H 5.29 0.72 -0.64
H 0.46 -4.32 -6.19
H 0.10 7.26 -1.69
H 3.14 -0.42 7.29
H 6.17 1.99 0.18
H 2.15 -2.43 -1.12
H -0.25 -4.18 -3.85
H 4.93 2.84 -1.86
H -4.25 -0.43 -1.45
H -1.28 1.10 2.49
H 2.98 0.01 0.28
H 4.40 3.63 -0.39
H 0.04 -4.06 -1.53
H -2.63 2.99 3.37
H -3.19 -1.24 -4.94
H 0.30 -2.42 4.27
H 5.50 0.40 3.18
H -0.61 5.71 0.81
H -3.80 -7.03 -0.67
H 3.48 -3.15 2.89
H -0.07 -0.95 2.03
H -1.51 -7.80 -0.17
H -6.83 -3.52 -4.30
H 2.17 2.82 2.63
H -0.84 3.11 -2.13
H -4.18 -4.80 -1.62
H 3.00 1.29 -1.76
H 1.44 -1.57 6.09
H 0.41 5.19 -2.78
H -0.07 0.26 -4.85
H 4.86 0.53 1.77
H -6.63 0.01 -1.89
H -1.41 4.12 2.82
H -4.44 -3.94 -3.91
H 0.42 -6.30 -0.60
H -1.64 4.02 -0.85
H -1.48 6.83 -1.07
H -1.33 5.38 -2.93
H 0.50 1.47 -3.62
H -0.78 3.79 5.09
H -1.24 2.10 5.08
H 1.67 4.66 0.83
H -7.93 -1.55 -3.31
H 3.82 -3.40 0.43



Version two
A molecular structure, C45H56AsCl2F6N7PSbTi, computed with ωB97M-V with the def2-TZVPD basis set.

Charge: +1
Spin multiplicity: 4
E_LUMO (alpha / beta), eV: -2.7265 / -4.7073
Expectation value of S²: 3.761
HOMO level (alpha / beta), eV: -8.9 / -10.9

Cartesian coordinates (Å):
Sb -3.43 2.01 -0.16
As 0.77 0.78 2.05
Ti 0.26 0.40 -0.55
Cl 0.48 1.14 -3.44
Cl 0.22 2.86 -1.09
P -1.13 -2.64 -1.36
F -1.92 0.76 -0.09
F -4.87 3.18 -0.28
F -3.98 1.27 1.48
F -2.32 3.24 0.72
F -4.36 0.61 -1.04
F -2.73 2.54 -1.85
N -0.35 -1.47 -0.82
N 3.68 4.01 -0.72
N 3.33 6.26 -0.03
N -0.47 -4.15 -1.55
N -2.46 -3.02 -0.22
N 2.37 0.05 -0.92
N -2.08 -2.43 -2.69
C 4.02 -1.51 -1.66
C -1.65 -0.02 3.32
C 0.29 -1.04 4.31
C 0.96 -6.64 -1.80
C 0.89 2.51 2.91
C 4.61 6.33 0.32
C 4.91 0.39 2.83
C 2.57 0.09 2.34
C -2.46 -0.64 4.27
C 5.91 2.98 -0.58
C -3.89 -1.82 -4.96
C 0.40 -4.37 -2.72
C 3.62 0.90 2.75
C -2.45 -1.05 -3.06
C -4.77 -3.78 -0.35
C 5.15 -0.94 2.52
C 0.47 -5.86 -3.02
C -0.27 -0.22 3.34
C -0.52 -1.67 5.24
C -3.98 -2.38 1.60
C 0.06 -4.81 -0.35
C 3.32 1.00 -0.85
C -2.96 -1.91 0.58
C -5.19 -3.04 0.93
C 0.61 3.96 4.81
C 2.73 -1.19 -1.27
C -2.92 -3.01 -4.91
C 1.42 3.57 2.19
C 5.77 1.69 -0.93
C -1.89 -1.47 5.23
C -3.30 -4.20 -0.29
C 4.66 0.75 -1.13
C 1.54 4.82 2.77
C 4.97 4.09 -0.37
C 5.48 5.27 0.16
C 2.94 5.10 -0.53
C 1.13 5.02 4.08
C 0.14 2.79 -2.89
C 4.99 -0.53 -1.57
C 0.12 -6.32 -0.58
C 0.49 2.70 4.23
C -3.85 -1.03 -3.65
C 4.10 -1.76 2.12
C 2.82 -1.25 2.03
C -2.73 -3.49 -3.48
H -1.73 -0.66 -3.79
H -5.66 -3.74 1.63
H -3.29 -3.85 -5.51
H 4.95 7.28 0.74
H 3.00 1.98 -0.55
H -0.56 -4.56 0.51
H 1.41 -3.99 -2.51
H 1.74 3.42 1.17
H 0.95 -7.71 -2.01
H -1.95 -2.73 -5.32
H -3.12 -4.77 0.63
H -2.97 -4.81 -1.12
H 0.29 4.11 5.83
H -3.43 -1.19 -0.12
H 0.52 -6.80 0.31
H -3.49 -3.07 2.29
H 6.02 -0.76 -1.82
H -4.15 0.01 -3.80
H 6.52 5.36 0.44
H 0.01 -3.81 -3.56
H -4.91 -2.17 -5.15
H 4.29 -2.80 1.88
H 1.93 -1.92 -1.26
H 3.44 1.94 3.00
H 1.95 5.65 2.20
H 2.00 -1.89 1.70
H 6.73 1.18 -1.04
H 0.07 1.89 4.80
H 1.90 5.03 -0.82
H 2.01 -6.36 -1.60
H 5.72 1.03 3.15
H 0.89 3.46 -3.28
H -5.94 -2.29 0.68
H 1.14 -6.02 -3.87
H -0.07 -2.31 6.00
H -4.89 -3.13 -1.22
H -5.38 -4.66 -0.53
H 1.07 -4.43 -0.13
H -2.52 -1.95 5.97
H -2.39 -0.42 -2.17
H -0.90 -6.69 -0.72
H -3.63 -1.18 -5.80
H 6.94 3.29 -0.45
H -3.52 -0.45 4.26
H 1.22 6.00 4.54
H 1.37 -1.18 4.35
H -4.55 -1.44 -2.91
H -3.71 -3.74 -3.05
H -0.88 3.06 -3.16
H 6.15 -1.34 2.59
H -2.12 -4.39 -3.43
H -4.28 -1.52 2.19
H -2.11 -1.39 1.01
H 4.25 -2.51 -1.98
H -0.52 -6.22 -3.32
H -2.11 0.63 2.58



Stability check: which of them is least stable? version one.